[1]
A cluster of 2 separate species, C11H12ClN2O3 in total in a non-equilibrium geometry, computed with wB97M-V/def2-TZVPD.

Structure (XYZ):
```
29
Properties=species:S:1:pos:R:3:lowdin_charge:R:1
C -1.19 -0.34 -0.05 -0.13
C -0.46 -1.55 0.04 -0.56
C 0.96 -1.64 0.49 -0.54
O 1.43 -0.76 1.21 0.07
H -2.16 -0.50 -0.52 0.12
C -0.53 0.85 -0.66 -0.21
C 0.28 0.72 -1.80 -0.03
C 0.87 1.83 -2.40 -0.08
C 0.72 3.10 -1.82 -0.09
C -0.02 3.23 -0.65 -0.07
C -0.73 2.14 -0.14 -0.03
Cl -1.30 -3.05 -0.23 0.73
N 1.70 -2.65 0.01 -0.01
C 3.06 -2.86 0.44 -0.07
H 0.52 -0.27 -2.20 0.12
H 1.54 1.70 -3.24 0.11
H 1.20 3.96 -2.27 0.10
H -0.18 4.22 -0.21 0.11
H -1.51 2.34 0.60 0.11
H 1.31 -3.26 -0.70 0.11
H 3.11 -2.97 1.53 0.09
H 3.44 -3.78 -0.03 0.09
H 3.70 -2.02 0.14 0.09
C -1.92 -0.07 1.96 0.08
H -1.96 -1.05 2.43 0.11
H -1.15 0.59 2.35 0.10
N -3.23 0.53 1.93 -0.46
O -4.13 -0.04 1.32 0.06
O -3.37 1.61 2.49 0.06
```

**HOMO (alpha / beta)**: -0.31389 / -0.34416 Ha
**Max |F|**: 2.1 eV Å⁻¹
**2S+1**: 2
**Molar mass**: 255.7 g mol⁻¹
**Energy relative to the best compared isomer or geometry (same formula, charge and spin)**: 1.229 eV
**Gap between HOMO and LUMO (alpha / beta)**: 8.33 / 7.63 eV
**E**: -33241.600 eV
**⟨S²⟩**: 0.79



[2]
The molecule C6H11P in a non-equilibrium geometry, computed with wB97M-V/def2-TZVPD.

Structure (XYZ):
```
18
Properties=species:S:1:pos:R:3:lowdin_charge:R:1
C -1.38 -0.66 -1.24 -0.54
C 1.96 0.26 0.32 -0.20
C -2.15 -2.79 -0.61 -0.13
C 2.75 2.42 1.22 -0.11
C -2.56 -1.52 -1.42 -0.35
C 1.97 1.12 1.46 -0.43
P -0.03 -0.03 -0.73 0.98
H 2.12 0.84 -0.61 -0.06
H -1.05 -2.93 -0.67 0.07
H -2.86 -3.62 -0.73 0.06
H -2.38 -2.41 0.46 0.10
H 2.09 3.42 1.43 0.12
H 3.12 2.37 0.25 0.03
H 3.60 2.55 1.88 0.06
H -3.47 -1.03 -1.06 0.10
H -2.59 -1.67 -2.53 0.11
H 0.97 1.33 1.83 0.10
H 2.43 0.50 2.24 0.10
```

**HOMO**: -0.29141 Ha
**Max |F|**: 3.7 eV Å⁻¹
**Molar mass**: 114.1 g mol⁻¹
**Energy relative to the best compared isomer or geometry (same formula, charge and spin)**: 5.478 eV
**Gap between HOMO and LUMO**: 7.56 eV
**E**: -15682.366 eV
**SMILES**: CCC#P=CCC



[3]
The molecule C5H6O, computed with wB97M-V/def2-TZVPD.

Structure (XYZ):
```
12
Properties=species:S:1:pos:R:3:lowdin_charge:R:1
C 1.75 -1.13 -0.29 -0.07
C 0.91 -0.30 0.65 -0.24
C -0.83 1.23 0.54 -0.07
O -0.15 0.32 -0.10 -0.12
C -2.04 1.46 -0.21 -0.13
C -3.18 1.48 -0.60 0.13
H 2.33 -1.85 0.28 0.08
H 2.42 -0.51 -0.90 0.08
H 1.09 -1.68 -0.97 0.08
H 1.47 0.47 1.19 0.12
H 0.42 -0.94 1.39 0.12
H -4.18 1.45 -0.97 0.03
```

**HOMO**: -0.32040 Ha
**Max |F|**: 0.6 eV Å⁻¹
**Molar mass**: 82.1 g mol⁻¹
**Energy relative to the best compared isomer or geometry (same formula, charge and spin)**: 4.340 eV
**Gap between HOMO and LUMO**: 8.72 eV
**E**: -7324.945 eV



[4]
A structure of composition C5H8O, computed with wB97M-V/def2-TZVPD.

Structure (XYZ):
```
14
Properties=species:S:1:pos:R:3:lowdin_charge:R:1
O -1.66 -0.05 0.24 0.01
C -0.30 0.12 -0.03 -0.55
C 0.15 -0.48 -1.38 -0.23
C 0.58 -1.65 -0.59 0.11
C 0.56 -0.02 1.24 -0.08
C 0.37 1.31 0.60 -0.06
H -2.15 0.54 -0.35 0.11
H -0.72 -0.56 -2.04 0.11
H 0.95 0.09 -1.86 0.10
H -0.36 -2.17 -0.31 0.03
H -0.03 -0.27 2.12 0.12
H 1.55 -0.47 1.20 0.10
H -0.31 2.00 1.09 0.11
H 1.21 1.75 0.08 0.11
```

**HOMO**: -0.29940 Ha
**Max |F|**: 0.4 eV Å⁻¹
**Molar mass**: 84.1 g mol⁻¹
**Energy relative to the best compared isomer or geometry (same formula, charge and spin)**: 5.173 eV
**Gap between HOMO and LUMO**: 8.96 eV
**E**: -7357.083 eV



[5]
The molecule C20H22N2O4, computed with wB97M-V/def2-TZVPD.

Structure (XYZ):
```
48
Properties=species:S:1:pos:R:3:lowdin_charge:R:1
C 3.58 -1.74 3.49 -0.10
C 3.65 -1.96 1.99 -0.25
C 2.48 -2.79 1.44 -0.18
C 1.12 -2.13 1.62 -0.12
N 1.05 -0.84 0.96 0.06
C 0.98 0.35 1.64 -0.37
O 1.05 0.46 2.84 0.12
C 0.80 1.47 0.61 -0.14
H 1.45 2.31 0.83 0.17
O -0.54 1.98 0.60 -0.01
N -1.27 1.37 -0.43 -0.01
C -2.09 0.29 -0.04 -0.16
C -2.08 -0.19 1.26 -0.01
C -2.89 -1.26 1.63 -0.08
C -3.72 -1.84 0.69 -0.09
C -3.78 -1.32 -0.58 -0.05
C -2.99 -0.25 -0.97 -0.20
C -3.17 0.33 -2.35 -0.03
H -2.57 -0.20 -3.09 0.09
H -4.21 0.25 -2.65 0.08
H -2.88 1.38 -2.36 0.08
H -4.47 -1.74 -1.30 0.11
H -4.35 -2.68 0.97 0.10
H -2.86 -1.62 2.64 0.11
H -1.46 0.28 2.00 0.11
C -0.31 1.14 -1.50 -0.15
C -0.16 2.36 -2.34 -0.23
C -0.11 3.69 -2.02 0.00
C 0.05 4.38 -3.24 -0.05
C 0.08 3.43 -4.21 -0.12
O -0.04 2.20 -3.68 0.06
H 0.19 3.49 -5.28 0.12
H 0.12 5.44 -3.37 0.10
H -0.19 4.10 -1.04 0.11
H -0.61 0.30 -2.13 0.15
C 0.99 0.78 -0.74 -0.05
C 1.02 -0.71 -0.41 -0.37
O 1.00 -1.62 -1.20 0.14
H 1.88 1.07 -1.29 0.17
H 0.90 -1.95 2.67 0.13
H 0.34 -2.77 1.18 0.13
H 2.45 -3.76 1.95 0.12
H 2.64 -2.98 0.38 0.11
H 3.68 -0.99 1.48 0.10
H 4.58 -2.49 1.74 0.11
H 4.49 -1.27 3.84 0.07
H 3.46 -2.69 4.01 0.08
H 2.74 -1.09 3.75 0.05
```

**HOMO**: -0.30617 Ha
**Max |F|**: 0.9 eV Å⁻¹
**Molar mass**: 354.4 g mol⁻¹
**Energy relative to the best compared isomer or geometry (same formula, charge and spin)**: 3.405 eV
**Gap between HOMO and LUMO**: 9.06 eV
**E**: -32266.381 eV
**SMILES**: CCCCN1C(=O)[C@@H]2[C@@H](ON(c3ccccc3C)[C@H]2c2ccco2)C1=O



[6]
A cluster of 3 separate species, C27H54F7N7O10P in total in a non-equilibrium geometry, computed with wB97M-V/def2-TZVPD.

Structure (XYZ):
```
106
Properties=species:S:1:pos:R:3:lowdin_charge:R:1
C 0.02 -1.83 -0.23 0.00
C 1.06 -0.83 -1.01 -0.27
O 0.91 0.51 -0.80 0.01
O 2.13 -1.22 -1.94 0.00
C 3.37 -1.60 -1.18 -0.19
O 4.30 -0.65 -1.09 0.06
C 3.43 -3.13 -0.62 -0.04
N 4.58 -3.50 0.24 0.02
C 4.85 -2.59 1.41 -0.12
N 3.71 -2.07 2.25 0.06
C 3.44 -0.60 2.06 -0.08
C 3.03 0.11 3.50 -0.24
O 3.81 1.11 3.95 -0.05
N 1.83 -0.25 4.34 -0.17
C 1.82 0.64 5.61 -0.10
C 1.88 -1.66 4.89 -0.12
N 6.20 -2.28 1.66 -0.12
C 7.36 -2.75 0.79 -0.13
C 8.81 -2.80 1.53 -0.40
C 9.88 -3.42 0.40 -0.07
O 8.88 -3.75 2.68 -0.12
P 6.72 -1.26 3.07 1.02
N 5.72 -1.69 4.54 -0.17
O 6.49 0.45 2.68 -0.33
C 4.69 -4.96 0.57 -0.18
F 5.66 -5.28 1.67 0.05
F 5.28 -5.63 -0.66 0.03
C 3.31 -5.76 0.91 -0.09
F 2.58 -6.15 -0.35 0.03
F 2.34 -5.03 1.76 0.03
C 3.55 -7.21 1.71 -0.12
F 3.80 -6.98 3.18 0.03
F 4.59 -8.05 1.09 0.07
F 2.21 -7.89 1.66 0.04
H -1.04 -1.39 -0.02 0.12
H 0.49 -2.09 0.83 0.09
H 0.02 -2.86 -0.82 0.11
H 3.48 -3.83 -1.58 0.19
H 2.35 -3.35 -0.16 0.13
H 2.80 -2.54 2.05 0.10
H 4.24 -0.01 1.45 0.14
H 2.44 -0.54 1.40 0.13
H 0.91 0.25 6.29 0.11
H 1.73 1.78 5.37 0.11
H 2.79 0.35 6.23 0.11
H 1.04 -1.84 5.69 0.11
H 1.68 -2.39 3.98 0.08
H 2.95 -1.93 5.30 0.09
H 7.45 -1.95 -0.09 0.17
H 7.20 -3.79 0.28 0.13
H 9.26 -1.73 1.80 0.14
H 10.05 -2.53 -0.37 0.10
H 9.48 -4.39 -0.11 0.10
H 10.90 -3.55 0.96 0.10
H 9.12 -3.18 3.48 0.11
H 5.21 -2.58 4.39 0.03
H 6.31 -1.69 5.40 0.06
H 6.62 0.89 3.59 0.08
C -4.82 0.51 -0.97 -0.10
O -3.52 0.68 -0.41 -0.21
C -2.89 1.91 -0.80 -0.19
C -2.82 2.88 0.39 -0.20
N -4.14 3.39 0.75 -0.05
C -4.18 4.08 2.05 -0.19
C -3.81 3.27 3.30 -0.21
O -4.74 2.24 3.64 -0.18
C -4.57 1.03 2.92 -0.10
H -5.13 -0.52 -0.79 0.09
H -5.54 1.17 -0.48 0.07
H -4.82 0.70 -2.05 0.08
H -3.38 2.37 -1.67 0.12
H -1.87 1.65 -1.09 0.11
H -2.17 3.73 0.13 0.12
H -2.36 2.35 1.22 0.09
H -4.80 2.62 0.79 0.06
H -5.21 4.44 2.18 0.12
H -3.55 4.97 1.99 0.12
H -3.82 3.96 4.15 0.12
H -2.79 2.87 3.27 0.10
H -3.52 0.83 2.69 0.08
H -5.17 1.05 2.00 0.07
H -4.95 0.21 3.54 0.09
C -7.11 3.59 -2.78 -0.11
O -6.16 2.86 -3.56 -0.22
C -6.76 1.89 -4.42 -0.20
C -6.65 2.32 -5.89 -0.20
N -7.51 3.47 -6.18 -0.06
C -7.24 4.11 -7.47 -0.20
C -5.83 4.72 -7.68 -0.21
O -5.56 5.86 -6.87 -0.18
C -5.13 5.56 -5.55 -0.10
H -6.57 4.15 -2.02 0.09
H -7.65 4.30 -3.41 0.07
H -7.82 2.92 -2.29 0.09
H -7.80 1.67 -4.14 0.12
H -6.18 0.97 -4.29 0.11
H -6.93 1.48 -6.54 0.12
H -5.59 2.56 -6.08 0.10
H -7.40 4.16 -5.45 0.07
H -7.97 4.92 -7.58 0.12
H -7.44 3.39 -8.27 0.12
H -5.79 5.08 -8.72 0.12
H -5.03 3.98 -7.60 0.11
H -4.53 4.64 -5.51 0.09
H -5.99 5.49 -4.88 0.07
H -4.51 6.39 -5.20 0.09
```

**HOMO**: -0.35580 Ha
**Max |F|**: 9.4 eV Å⁻¹
**Molar mass**: 800.7 g mol⁻¹
**Total charge**: +1
**Gap between HOMO and LUMO**: 4.57 eV
**E**: -88069.209 eV



- molar mass of number 6 (C27H54F7N7O10P)?
  800.7 g mol⁻¹



- What is the max |F| in the fourth record?
  0.4 eV Å⁻¹